Entry 1:
Density functional theory data (ωB97M-V/def2-TZVPD) for the molecule C5H5NO at a distorted geometry.

Cartesian coordinates (Å):
C (-1.8863, 2.2644, -0.6884)
C (-1.4044, 1.2666, -0.2103)
C (-0.8165, 0.0800, 0.4134)
O (-1.0442, -0.1811, 1.5793)
C (0.1261, -0.7971, -0.3697)
C (1.5680, -0.5218, -0.2341)
N (1.0485, -1.6353, 0.5164)
H (-2.3209, 3.1489, -1.1095)
H (-0.1148, -1.8002, -0.6974)
H (1.8349, 0.3279, 0.3887)
H (2.2565, -0.7339, -1.0480)
H (0.7530, -1.4184, 1.4595)

Frontier orbital gap (eV): 10.0
Energy above the lowest of the compared OMol25 structures with the same formula, charge and spin (kJ/mol): 440.0
Calculated total energy (eV): -8798.8588

Löwdin atomic charge list, values in e, 2 entries:
1 C 0.153
2 C -0.019

Entry 2:
Density functional theory data (ωB97M-V/def2-TZVPD) for the molecule C5H5NO at a distorted geometry.

Cartesian coordinates (Å):
N (0.9681, -1.6715, -1.9459)
C (0.4475, -0.7518, -1.4738)
C (0.0851, 0.4801, -0.7983)
C (1.0944, 0.7578, 0.2691)
C (-0.3460, 0.3578, 0.6410)
C (-1.1781, -0.8931, 0.9225)
O (-1.5355, -1.6486, 0.0509)
H (-0.3424, 1.2646, -1.4095)
H (1.9301, 0.0731, 0.3663)
H (1.3832, 1.8074, 0.3462)
H (-0.8554, 1.1992, 1.1139)
H (-1.6511, -0.9749, 1.9176)

Frontier orbital gap (eV): 10.6
Energy above the lowest of the compared OMol25 structures with the same formula, charge and spin (kJ/mol): 206.0
Calculated total energy (eV): -8801.2844

Löwdin atomic charge list, values in e, 2 entries:
1 N 0.166
2 C -0.210

Entry 3:
Density functional theory data (ωB97M-V/def2-TZVPD) for the molecule C5H5NO at a distorted geometry.

Cartesian coordinates (Å):
O (1.1873, 2.1114, -0.3340)
C (0.5033, 1.1452, -0.1401)
C (0.8273, -0.3200, 0.2031)
C (2.1532, -0.8707, 0.1850)
C (-0.9369, 0.8337, -0.4940)
C (-0.7205, -0.6199, -0.2732)
N (-1.6186, 0.1270, 0.5780)
H (2.1105, -1.9747, 0.1182)
H (-1.5077, 1.3210, -1.2699)
H (0.4754, -0.7378, 1.1458)
H (-1.0887, -1.4982, -0.7934)
H (-1.2952, 0.3415, 1.5238)

Frontier orbital gap (eV): 8.2
Energy above the lowest of the compared OMol25 structures with the same formula, charge and spin (kJ/mol): 644.4
Calculated total energy (eV): -8796.7400

Löwdin atomic charge list, values in e, 2 entries:
1 O 0.128
2 C -0.331

Entry 4:
Density functional theory data (ωB97M-V/def2-TZVPD) for a structure of composition C5H5NO at a distorted geometry.

Cartesian coordinates (Å):
O (-1.6024, -2.2914, -0.9421)
C (-0.5044, -0.7682, 0.6124)
C (-0.2830, 0.7112, 0.6820)
C (1.1601, 0.9598, 0.4892)
C (0.2916, 0.6557, -0.7350)
C (-0.1842, -0.7725, -0.6926)
N (-0.6470, -1.7974, -1.5329)
H (-0.5569, -1.5535, 1.3541)
H (-1.0353, 1.4167, 1.0158)
H (1.8605, 0.2038, 0.8367)
H (1.4625, 1.9926, 0.6220)
H (0.1781, 1.3666, -1.5461)

Frontier orbital gap (alpha / beta) (eV): 8.2 / 8.2
Energy above the lowest of the compared OMol25 structures with the same formula, charge and spin (kJ/mol): 579.5
Calculated total energy (eV): -8797.4125

Löwdin atomic charge list, values in e, 2 entries:
1 O -0.035
2 C 0.034

Entry 5:
Density functional theory data (ωB97M-V/def2-TZVPD) for the molecule C5H5NO2 at a distorted geometry.

Cartesian coordinates (Å):
O (-1.4319, -1.2554, 1.3666)
N (-0.9482, -2.0156, 0.4020)
C (-0.2723, -1.4055, -0.4399)
C (0.1138, -0.0401, -0.3931)
C (0.6274, 0.5951, -1.4705)
C (1.1687, 1.8249, -0.9752)
C (0.8254, 1.8753, 0.3613)
O (0.2131, 0.7178, 0.7137)
H (-1.9873, -1.8523, 1.9593)
H (0.0739, -2.1522, -1.1343)
H (0.7060, 0.1996, -2.4660)
H (1.6928, 2.5856, -1.5789)
H (1.1240, 2.5308, 1.2682)

Frontier orbital gap (eV): 9.3
Energy above the lowest of the compared OMol25 structures with the same formula, charge and spin (kJ/mol): 321.0
Calculated total energy (eV): -10847.9879

Löwdin atomic charge list, values in e, 2 entries:
1 O -0.040
2 N -0.044

Entry 6:
Density functional theory data (ωB97M-V/def2-TZVPD) for a structure of composition C5H5NO2 at a distorted geometry.

Cartesian coordinates (Å):
C (2.1164, -0.6499, 0.0190)
C (0.9223, -0.0098, -0.2377)
C (-1.1878, 0.9420, -0.1643)
C (-2.2762, 0.0528, -0.0038)
C (-0.4040, -0.2482, -0.2780)
H (3.1139, -0.4255, -0.6020)
H (1.9883, -1.6797, 0.1237)
H (2.6179, -0.5020, 1.1361)
H (-3.0495, 0.2857, 0.9639)
H (-3.0248, 0.0839, -0.7607)
N (-0.3978, 1.9690, 0.0796)
O (0.9837, 1.4437, -0.1899)
O (-1.4024, -1.2620, -0.0860)

Frontier orbital gap (eV): 9.3
Energy above the lowest of the compared OMol25 structures with the same formula, charge and spin (kJ/mol): 654.8
Calculated total energy (eV): -10844.5289

Löwdin atomic charge list, values in e, 2 entries:
1 C -0.059
2 C -0.242

Entry 7:
Density functional theory data (ωB97M-V/def2-TZVPD) for a structure of composition C5H5NO2 at a distorted geometry.

Cartesian coordinates (Å):
C (-0.5745, 0.4150, -1.2762)
C (0.4123, -0.8974, 0.2799)
C (0.9757, 0.4103, 0.5213)
C (-0.4566, 0.9646, 0.1427)
C (-0.8226, -0.3546, 1.0150)
H (-0.3812, -1.6486, -1.6351)
H (0.9563, -1.7854, 0.5072)
H (1.8618, 0.9020, 0.0005)
H (1.2146, 0.5072, 1.6659)
H (-0.7211, 2.0217, 0.3884)
N (-0.0137, -0.8299, -1.1970)
O (-0.9338, 0.9811, -2.3100)
O (-1.5170, -0.6859, 1.8974)

Frontier orbital gap (eV): 10.3
Energy above the lowest of the compared OMol25 structures with the same formula, charge and spin (kJ/mol): 202.2
Calculated total energy (eV): -10849.2193

Löwdin atomic charge list, values in e, 2 entries:
1 C -0.462
2 C -0.209

Entry 8:
Density functional theory data (ωB97M-V/def2-TZVPD) for a cluster of 3 separate species, C5H5NO2 in total at a distorted geometry.

Cartesian coordinates (Å):
C (1.4425, 0.7375, 1.8295)
C (0.8753, -0.2231, 1.3102)
C (1.5624, 2.8342, -0.6621)
C (-2.4515, -1.7637, -2.5645)
C (0.3538, -1.5163, 0.9392)
N (0.7625, 3.4805, -0.1405)
O (-3.1130, -1.0258, -3.1417)
O (-1.8856, -2.5186, -1.9389)
H (2.0010, 1.6153, 2.0418)
H (-0.3939, -1.3585, 0.1280)
H (-0.2232, -2.0285, 1.8317)
H (1.1303, -2.2059, 0.5890)
H (-0.0604, 3.9728, -0.2218)

Frontier orbital gap (eV): 10.0
Energy above the lowest of the compared OMol25 structures with the same formula, charge and spin (kJ/mol): 318.3
Calculated total energy (eV): -10848.0159

Löwdin atomic charge list, values in e, 2 entries:
1 C 0.064
2 C -0.221